Entry 1:
DFT (ωB97M-V/def2-TZVPD) results for C24H13F5N2O3SSn as an isolated structure.

Computed properties:
charge	+2
calculated total energy	-64457.142	eV
max |F|	0.49	eV Å⁻¹
orbital gap	5.38	eV

CARTESIAN COORDINATES (ANGSTROEM)
Sn: -0.643097 1.063725 2.131388
C: -3.898553 3.017757 1.802959
O: -3.134264 2.282623 0.817041
C: -3.798977 1.652318 -0.144352
C: -5.154796 1.815697 -0.395963
C: -5.752008 1.099923 -1.417869
C: -5.037467 0.181133 -2.215221
C: -3.715969 -0.017279 -1.971215
C: -3.064462 0.724056 -0.944449
N: -1.741156 0.640603 -0.716403
N: -1.036475 -0.147379 -1.376722
C: -0.149069 -1.014749 -1.097873
C: -0.215183 -1.585027 0.317451
O: -1.017210 -1.063335 1.101733
C: 0.692459 -2.635943 0.635186
C: 1.568939 -3.077468 -0.296159
C: 1.721121 -2.489499 -1.619668
C: 2.711009 -2.936414 -2.478411
C: 2.879961 -2.338332 -3.725092
C: 2.048836 -1.301671 -4.118792
C: 1.036760 -0.859604 -3.275538
C: 0.876997 -1.443988 -2.027870
H: -4.661022 2.374526 2.239536
H: -3.189445 3.318332 2.566490
H: -4.346045 3.903745 1.358493
H: -5.745049 2.505287 0.187862
H: -6.803719 1.265047 -1.615137
H: -5.532132 -0.341450 -3.021582
H: -3.123472 -0.684036 -2.584741
H: 0.631076 -3.075198 1.621732
H: 2.216176 -3.911435 -0.046281
H: 3.357155 -3.749106 -2.170354
H: 3.665482 -2.681368 -4.384333
H: 2.186282 -0.835320 -5.084498
H: 0.382121 -0.054586 -3.586164
F: 6.211632 0.449446 3.346919
C: 5.075387 0.650356 2.709907
C: 4.977319 0.376468 1.354662
F: 6.022445 -0.103296 0.702733
C: 3.780173 0.579928 0.691753
F: 3.700160 0.270453 -0.602751
C: 2.660384 1.062639 1.352643
S: 1.164375 1.370420 0.466003
C: 2.790563 1.303045 2.705489
F: 1.688938 1.713456 3.396158
C: 3.963992 1.106385 3.400379
F: 4.020922 1.326935 4.704620
O: -0.064627 0.060755 6.201070
C: -0.206467 0.231427 5.105233

Forces on the atoms, in the same order (eV/Å):
Sn 0.069 0.124 -0.385
C -0.025 0.118 0.010
O -0.026 -0.169 0.109
C 0.098 0.102 0.048
C -0.248 -0.032 -0.066
C 0.096 0.082 0.117
C 0.001 -0.094 -0.010
C -0.016 0.043 -0.029
C 0.190 0.027 -0.162
N -0.328 -0.238 0.275
N 0.224 0.324 -0.288
C 0.032 -0.096 0.120
C 0.350 -0.122 -0.186
O -0.103 0.095 0.325
C -0.252 0.036 0.112
C 0.060 0.111 -0.300
C -0.091 -0.146 0.286
C 0.143 -0.066 -0.081
C 0.001 -0.014 0.058
C 0.026 -0.024 -0.001
C -0.023 0.089 0.015
C -0.114 -0.031 -0.056
H 0.009 -0.011 -0.015
H 0.046 0.011 -0.019
H 0.014 0.003 -0.052
H -0.005 -0.002 -0.021
H 0.002 -0.015 -0.009
H -0.031 0.010 0.035
H -0.021 0.010 0.005
H -0.001 -0.004 -0.011
H 0.047 0.046 -0.020
H 0.018 0.025 -0.022
H -0.012 -0.017 0.002
H -0.012 -0.002 -0.002
H 0.003 -0.024 -0.005
F -0.030 -0.005 -0.022
C 0.103 -0.034 0.055
C 0.061 -0.031 -0.039
F 0.016 0.018 -0.027
C -0.045 -0.074 -0.051
F 0.016 0.034 -0.055
C -0.050 -0.028 0.039
S -0.073 -0.001 0.057
C -0.166 0.077 0.131
F 0.005 -0.031 -0.040
C -0.024 0.027 0.142
F 0.003 0.019 -0.065
O -0.011 0.015 0.027
C 0.076 -0.133 0.072



Entry 2:
DFT (ωB97M-V/def2-TZVPD) results for one molecule with the formula C24H13F7N4O.

Computed properties:
charge	0
calculated total energy	-52128.033	eV
max |F|	2.62	eV Å⁻¹
orbital gap	7.85	eV

CARTESIAN COORDINATES (ANGSTROEM)
F: -4.321163 -5.437387 -3.136608
F: 7.105005 6.289427 1.674224
F: 8.159321 4.510925 0.865701
F: 7.153185 5.968113 -0.500672
F: 1.306972 5.379775 1.651713
F: 2.309464 6.799247 0.296646
F: 1.281500 4.998342 -0.522460
N: -3.636155 -3.206807 -1.641098
N: -3.115731 -3.437475 0.573194
N: 2.047824 1.439128 -0.579392
O: 0.727512 0.919220 -0.526669
C: -3.142122 -2.072496 -1.241264
C: -3.554422 -4.044421 -0.530956
C: 2.150601 2.340387 0.349458
C: -2.869737 -0.851125 -1.966334
C: 0.912404 2.438584 1.105775
C: -2.813735 -2.165039 0.124197
C: -2.290615 0.197651 -1.274192
C: -2.204408 -1.093412 0.763320
C: 0.053147 1.550809 0.503049
C: -4.725268 -8.109755 -0.758412
C: -4.329817 -7.556069 0.469581
C: -4.688873 -7.434077 -1.925206
C: -3.974242 -6.220937 0.502893
C: 4.571741 2.495614 0.499048
C: 5.746034 3.192021 0.671078
C: 4.528377 5.265527 0.756222
C: -4.279943 -6.070809 -1.932786
C: -3.950906 -5.447205 -0.682366
C: 3.356358 3.187201 0.552589
C: 5.753430 4.587092 0.746747
C: 3.316500 4.600481 0.649424
N: -1.941279 0.108969 0.093561
C: 7.083757 5.328027 0.715875
C: 2.047748 5.448262 0.510970
C: -1.413450 1.301410 0.829946
H: -3.085169 -0.861044 -3.047981
H: 0.710911 3.039227 1.972259
H: -2.100044 1.149511 -1.754110
H: -1.979984 -1.228946 1.809682
H: -5.034907 -9.152978 -0.732908
H: -4.373331 -8.169657 1.370083
H: -5.023011 -7.906298 -2.876082
H: -3.775491 -5.739723 1.483072
H: 4.605604 1.403595 0.365888
H: 6.639640 2.608361 0.535623
H: 4.619872 6.353643 0.759946
H: -1.517041 1.134108 1.893299
H: -2.046058 2.171004 0.534431

Forces on the atoms, in the same order (eV/Å):
F 0.247 -0.390 1.254
F 0.461 -0.571 -0.584
F -0.952 1.021 -0.208
F 0.589 -0.479 1.075
F 0.217 0.211 -0.788
F -0.335 -2.128 0.211
F 0.517 0.672 0.901
N -0.213 -1.301 -0.774
N 0.293 -0.293 0.013
N -0.615 -0.303 -0.338
O -0.060 1.057 1.244
C 0.251 1.357 -0.929
C -0.117 1.988 -0.941
C -1.868 0.515 0.933
C 0.224 -0.372 0.790
C -0.312 -1.027 -0.937
C 0.810 0.782 1.217
C -0.281 -0.748 0.355
C -0.485 -0.024 -0.744
C 1.711 0.750 0.048
C 0.275 -1.401 1.777
C -0.297 0.236 -0.421
C 0.028 1.724 -1.968
C -0.211 -0.121 0.262
C -0.557 0.264 0.651
C 0.402 0.352 -0.901
C 1.183 0.652 -0.180
C -0.442 -0.517 1.022
C 0.014 -0.419 -0.393
C -0.345 -0.716 -0.773
C -0.109 -1.275 0.329
C 0.472 -0.061 -0.210
N -0.945 -1.372 -0.104
C -0.959 0.321 -0.339
C 0.021 0.323 -0.017
C -0.013 -0.759 -1.822
H 0.169 0.512 0.751
H 0.003 0.156 -0.011
H 0.173 -0.053 0.170
H 0.347 0.608 0.160
H -0.033 0.159 -0.240
H 0.052 0.281 -0.224
H 0.400 0.513 0.808
H 0.074 -0.178 -1.004
H -0.262 0.700 0.074
H 0.485 0.226 0.333
H -0.530 -0.278 0.066
H -0.072 -0.068 0.150
H 0.598 -0.529 0.254



Entry 3:
DFT (ωB97M-V/def2-TZVPD) results for one molecule with the formula C24H14Cl2F3N3O3.

Computed properties:
charge	0
calculated total energy	-68927.557	eV
max |F|	0.86	eV Å⁻¹
orbital gap	8.40	eV

CARTESIAN COORDINATES (ANGSTROEM)
O: -1.196374 -0.937463 -1.914972
C: -2.052642 -0.722016 -1.098805
N: -3.381912 -0.801183 -1.468215
C: -4.534650 -0.635800 -0.753433
N: -4.478753 -0.430964 0.554076
C: -5.590412 -0.275195 1.247613
C: -6.847888 -0.317691 0.666855
C: -6.942015 -0.540447 -0.708325
C: -5.778566 -0.700527 -1.427800
Cl: -5.839358 -0.976445 -3.130540
H: -7.904820 -0.580052 -1.194643
C: -8.101792 -0.163388 1.477666
F: -7.876314 0.361429 2.686995
F: -8.714747 -1.344581 1.681246
F: -9.003648 0.624569 0.872236
H: -5.460237 -0.108052 2.307204
H: -3.516250 -0.998734 -2.457752
C: -1.757195 -0.353210 0.343942
H: -2.305618 0.557613 0.606850
O: -0.366103 -0.165037 0.499744
C: 0.128170 0.945483 -0.081538
O: -0.576506 1.786998 -0.580221
C: 1.609280 0.971853 0.001239
C: 2.293928 -0.220477 -0.018968
C: 3.705215 -0.209845 0.024400
N: 4.399780 0.901022 0.045586
C: 3.760303 2.082216 0.071936
C: 4.543764 3.255209 0.115143
C: 3.945158 4.482441 0.156358
C: 2.545532 4.589209 0.157128
C: 1.756651 3.471784 0.113992
C: 2.338773 2.190800 0.062040
H: 0.682194 3.559815 0.104727
H: 2.090508 5.568011 0.192872
H: 4.544752 5.380185 0.191971
H: 5.616462 3.142251 0.121286
C: 4.476154 -1.465485 -0.003634
C: 5.578539 -1.555691 -0.851224
C: 6.325770 -2.714445 -0.930408
C: 5.988421 -3.807634 -0.148994
C: 4.915711 -3.731121 0.721031
C: 4.167567 -2.567098 0.792716
Cl: 2.880880 -2.491798 1.950650
H: 4.657485 -4.567707 1.351387
H: 6.565087 -4.718275 -0.206032
H: 7.171508 -2.766321 -1.598944
H: 5.829529 -0.692384 -1.447496
H: 1.757120 -1.149942 -0.112056
H: -2.048444 -1.161881 1.015100

Forces on the atoms, in the same order (eV/Å):
O 0.150 -0.032 -0.068
C -0.027 0.040 0.314
N -0.139 -0.178 -0.825
C -0.715 0.052 0.193
N 0.411 -0.135 -0.284
C -0.590 0.044 -0.032
C 0.017 0.045 0.005
C 0.385 0.026 0.235
C -0.069 0.059 0.337
Cl -0.018 -0.011 -0.100
H -0.038 -0.008 -0.096
C -0.120 -0.085 0.108
F 0.248 0.081 0.129
F 0.026 -0.184 -0.067
F -0.004 0.114 -0.236
H -0.119 0.024 0.093
H 0.212 0.040 0.273
C 0.023 0.330 0.034
H 0.137 -0.286 0.011
O 0.174 -0.174 0.041
C -0.353 0.125 -0.033
O 0.141 -0.104 0.055
C 0.517 -0.361 -0.023
C -0.325 0.508 -0.091
C -0.050 0.437 0.000
N 0.341 -0.583 0.039
C -0.681 0.370 -0.031
C -0.067 0.229 0.018
C 0.247 -0.124 -0.015
C -0.247 -0.120 0.022
C -0.086 0.329 0.014
C 0.344 -0.205 -0.025
H -0.034 0.035 -0.016
H -0.068 0.057 0.005
H 0.074 0.047 -0.001
H 0.106 -0.024 0.001
C 0.108 -0.312 0.018
C -0.083 -0.062 0.053
C 0.043 0.010 -0.029
C -0.029 0.018 0.035
C -0.023 -0.045 0.010
C 0.200 0.060 -0.212
Cl -0.117 -0.119 0.217
H -0.035 -0.050 0.068
H 0.045 -0.080 0.003
H 0.065 0.000 -0.066
H 0.025 0.078 -0.054
H -0.029 -0.025 0.039
H 0.026 0.149 -0.067



Entry 4:
DFT (ωB97M-V/def2-TZVPD) results for a 14-piece molecular cluster, C24H14Cl52IO2P overall.

Computed properties:
charge	0
calculated total energy	-697757.103	eV
max |F|	3.80	eV Å⁻¹
orbital gap	6.98	eV

CARTESIAN COORDINATES (ANGSTROEM)
C: 4.861561 1.490770 0.985852
C: 3.341408 1.940335 0.762644
I: 2.090818 0.594737 1.938512
C: 3.105456 3.522902 1.078901
C: 1.709974 3.928457 0.373004
C: 1.683487 4.425686 -0.963772
C: 0.242176 4.756448 -1.590806
O: 0.061748 5.665675 -2.420928
C: -0.935839 3.789060 -1.096197
C: -0.915912 3.288792 0.222458
P: -2.294322 2.115217 0.735471
C: -1.628147 0.387886 0.253552
C: -2.583460 2.127024 2.605154
C: 0.306338 3.746928 1.142161
O: 0.222941 3.927471 2.373958
H: 5.052142 0.590833 0.300411
H: 5.580190 2.342816 0.775081
H: 4.940996 1.076972 2.049722
H: 3.032544 1.801604 -0.335884
H: 3.968006 4.128919 0.633473
H: 3.035245 3.703024 2.205513
H: 2.642247 4.551171 -1.557753
H: -1.751389 3.487756 -1.824269
H: -0.872528 0.590486 -0.589296
H: -1.032574 -0.031393 1.119173
H: -2.440714 -0.294099 -0.143898
H: -1.636601 2.337013 3.208138
H: -2.918389 1.063765 2.895169
H: -3.453818 2.808469 2.902775
C: -0.056282 -3.707870 0.247213
Cl: 1.631368 -4.084498 -0.151541
Cl: -0.100369 -2.555594 1.599544
Cl: -0.853759 -2.992564 -1.169713
Cl: -0.901617 -5.199040 0.710636
C: -4.717467 0.370780 -2.982848
Cl: -4.477816 0.039464 -4.710788
Cl: -6.261106 1.215818 -2.750359
Cl: -4.739038 -1.161400 -2.083745
Cl: -3.391565 1.388747 -2.382409
C: 4.711681 7.515991 0.004902
Cl: 4.456074 8.883232 -1.098972
Cl: 6.376720 6.917777 -0.172268
Cl: 4.440420 8.044267 1.678596
Cl: 3.568395 6.212686 -0.385468
C: 6.495932 5.550610 4.568892
Cl: 6.358693 6.168334 2.909877
Cl: 5.936582 3.865000 4.620622
Cl: 8.191248 5.628517 5.093265
Cl: 5.494961 6.539780 5.652439
C: -2.771465 -4.919130 4.357598
Cl: -3.064500 -3.580513 3.227592
Cl: -1.079017 -5.443860 4.229965
Cl: -3.098228 -4.376157 6.016107
Cl: -3.844332 -6.276761 3.956875
C: -3.252552 -0.155630 -8.409260
Cl: -1.682831 -0.623362 -7.723801
Cl: -3.595908 1.538088 -8.000908
Cl: -3.207658 -0.341671 -10.174795
Cl: -4.525016 -1.197006 -7.736563
C: 0.252407 -2.523767 -10.984160
Cl: -0.933371 -3.502734 -10.095530
Cl: -0.339109 -2.230357 -12.632803
Cl: 0.480543 -0.971587 -10.152801
Cl: 1.800727 -3.390690 -11.055962
C: 2.503529 -7.157360 -2.407748
Cl: 2.338271 -7.681538 -0.719467
Cl: 3.960194 -6.154495 -2.576179
Cl: 2.640474 -8.581443 -3.458265
Cl: 1.076444 -6.210644 -2.876383
C: 4.500789 -6.850226 2.772246
Cl: 3.297657 -5.692839 2.167756
Cl: 6.012998 -6.661442 1.860674
Cl: 4.805205 -6.543666 4.494898
Cl: 3.887024 -8.504229 2.564787
C: -4.964465 -5.084502 10.026605
Cl: -3.725944 -3.817563 9.900502
Cl: -4.772457 -5.949107 11.565722
Cl: -6.577281 -4.344375 9.960339
Cl: -4.781117 -6.225864 8.679045
C: 0.537509 9.152255 1.860224
Cl: 0.381707 8.604781 3.542381
Cl: 2.030915 10.097189 1.681469
Cl: 0.597257 7.742558 0.781840
Cl: -0.858695 10.164175 1.434709
C: -6.956980 2.506332 2.248268
Cl: -6.724715 2.175613 0.520522
Cl: -8.498905 3.354306 2.487427
Cl: -6.977432 0.974869 3.147625
Cl: -5.624447 3.521495 2.838930
C: -0.964374 -9.468491 -4.911072
Cl: -0.551785 -7.791530 -5.325349
Cl: 0.414427 -10.527634 -5.274582
Cl: -1.350644 -9.571776 -3.180732
Cl: -2.371460 -9.984474 -5.863898

Forces on the atoms, in the same order (eV/Å):
C -0.952 -0.857 0.106
C 1.004 1.332 -0.986
I 0.188 0.566 -0.482
C -1.391 -0.878 -0.072
C 0.266 0.732 -2.144
C -1.558 -1.545 2.628
C 0.114 0.392 -0.912
O 0.541 -2.715 2.363
C 0.956 -0.337 2.035
C 1.304 1.200 -1.477
P -0.729 -0.035 -0.269
C 1.312 0.647 0.074
C 0.575 -0.739 0.919
C 0.257 0.085 1.258
O 0.221 -0.605 -3.748
H -0.065 1.412 0.903
H -0.832 -1.112 0.298
H 0.283 0.934 -1.434
H 0.439 -0.013 1.740
H -1.327 -1.176 0.701
H 0.121 -0.180 -1.550
H -1.738 -0.241 0.534
H 1.088 0.796 0.974
H -1.132 -0.425 1.125
H -0.858 0.170 -1.110
H 0.908 0.891 0.750
H -1.334 -0.115 -0.769
H 0.450 1.440 -0.580
H 1.849 -0.963 -0.672
C -0.006 -0.034 0.019
Cl -0.257 0.208 0.080
Cl 0.076 -0.338 -0.209
Cl 0.103 -0.082 0.197
Cl 0.183 0.218 -0.180
C 0.100 0.049 -0.131
Cl -0.093 0.032 0.374
Cl 0.205 -0.128 -0.066
Cl 0.022 0.216 -0.094
Cl -0.389 -0.238 -0.225
C -0.048 0.217 0.057
Cl 0.041 -0.235 0.172
Cl -0.171 0.088 -0.104
Cl -0.107 0.091 -0.697
Cl 0.782 1.524 0.115
C 0.075 -0.034 -0.059
Cl 0.450 -0.605 0.783
Cl 0.058 0.228 -0.010
Cl -0.257 -0.017 -0.057
Cl 0.137 -0.146 -0.174
C 0.032 0.045 0.033
Cl -0.032 -0.206 0.213
Cl -0.267 0.079 0.085
Cl 0.055 -0.084 -0.270
Cl 0.164 0.196 0.049
C 0.064 0.038 -0.041
Cl -0.433 0.107 0.094
Cl 0.048 -0.271 -0.065
Cl -0.018 0.020 0.275
Cl 0.181 0.109 -0.191
C 0.016 0.024 0.018
Cl 0.178 0.141 -0.134
Cl 0.074 -0.037 0.256
Cl 0.140 -0.283 -0.319
Cl -0.243 0.127 0.008
C -0.049 -0.013 0.028
Cl 0.029 0.062 -0.279
Cl -0.202 -0.115 0.057
Cl -0.016 0.259 0.184
Cl 0.279 -0.116 0.151
C -0.002 0.049 0.030
Cl 0.231 -0.215 0.144
Cl -0.248 -0.035 0.126
Cl -0.043 -0.059 -0.261
Cl 0.081 0.233 0.029
C -0.033 -0.041 0.002
Cl -0.171 -0.179 -0.002
Cl -0.025 0.145 -0.241
Cl 0.259 -0.111 0.008
Cl -0.039 0.170 0.227
C -0.030 -0.001 0.006
Cl 0.043 0.071 -0.261
Cl -0.540 0.106 0.031
Cl -0.006 0.228 0.151
Cl 0.209 -0.163 0.063
C -0.053 -0.005 -0.084
Cl 0.016 0.031 0.301
Cl 0.236 -0.129 -0.020
Cl 0.027 0.227 -0.125
Cl -0.672 0.052 -0.078
C -0.017 0.052 -0.001
Cl -0.143 -0.384 -0.080
Cl -0.252 0.103 -0.003
Cl 0.094 0.032 -0.258
Cl 0.214 0.068 0.151